92
Properties=species:S:1:pos:R:3 method="wB97M-V/def2-TZVPD" multiplicity=2 charge=-1 mol_weight_g_mol=987.29 relative_energy_ev=1.527
Hg 0.324 1.093 -1.299
O 2.084 -3.723 -4.073
C 3.078 -3.449 -3.187
C 4.037 -4.426 -2.927
C 5.078 -4.201 -2.040
C 5.170 -2.977 -1.400
C 4.221 -2.002 -1.657
C 3.155 -2.202 -2.536
C 2.188 -1.062 -2.649
O 2.530 0.051 -2.142
N 1.044 -1.286 -3.281
N 0.217 -0.223 -3.166
C -0.726 -0.035 -4.062
C -1.540 1.108 -4.018
C -2.480 1.371 -5.053
C -3.167 2.549 -5.077
C -2.944 3.493 -4.047
C -2.051 3.155 -3.049
N -1.364 2.014 -2.992
H 2.236 -4.604 -4.428
H 3.958 -5.385 -3.432
H 5.806 -4.983 -1.856
H 5.978 -2.789 -0.702
H 4.262 -1.034 -1.173
H -0.830 -0.739 -4.884
H -2.617 0.627 -5.830
H -3.862 2.764 -5.882
H -3.440 4.454 -4.043
H -1.861 3.849 -2.241
N 1.525 4.583 0.016
C 0.277 4.337 0.568
C -0.045 5.027 1.748
C -1.276 4.827 2.327
C -2.172 3.954 1.716
C -1.763 3.325 0.562
N -0.568 3.500 -0.009
C 2.213 4.146 -1.115
C 3.343 4.898 -1.468
C 4.075 4.550 -2.580
C 3.675 3.445 -3.319
C 2.582 2.732 -2.878
N 1.854 3.063 -1.805
H 2.031 5.288 0.520
H 0.678 5.694 2.202
H -1.537 5.336 3.246
H -3.155 3.774 2.128
H -2.418 2.633 0.041
H 3.630 5.746 -0.857
H 4.947 5.125 -2.863
H 4.210 3.140 -4.208
H 2.263 1.829 -3.388
C -1.668 1.612 3.909
Si -2.366 0.034 3.129
C -3.095 -0.992 4.553
C -3.830 0.611 2.069
Si -0.729 -1.185 1.953
Te 1.013 0.462 1.191
Si -1.815 -2.682 0.492
C -0.674 -3.805 -0.490
C -2.874 -3.769 1.639
C -3.021 -1.863 -0.712
Si 0.562 -2.400 3.509
C 1.450 -1.217 4.696
C 1.889 -3.392 2.594
C -0.368 -3.642 4.609
H -2.431 2.158 4.471
H -1.278 2.274 3.132
H -0.840 1.386 4.587
H -3.904 -0.459 5.060
H -2.326 -1.221 5.295
H -3.493 -1.944 4.191
H -4.468 1.306 2.621
H -4.451 -0.228 1.743
H -3.473 1.126 1.171
H 0.061 -4.304 0.149
H -0.124 -3.212 -1.222
H -1.226 -4.575 -1.036
H -2.268 -4.214 2.432
H -3.357 -4.583 1.093
H -3.659 -3.179 2.122
H -2.488 -1.230 -1.428
H -3.743 -1.235 -0.184
H -3.581 -2.609 -1.282
H 1.974 -0.444 4.126
H 2.184 -1.738 5.316
H 0.742 -0.712 5.361
H 2.297 -2.799 1.771
H 1.474 -4.307 2.162
H 2.719 -3.675 3.247
H -1.194 -3.172 5.147
H 0.309 -4.083 5.345
H -0.784 -4.456 4.012